(1)
Formula: C8HCl2F5O3PdS4Sb
Source: the Open Molecules 2025 dataset
Level of theory: the ωB97M-V functional and the def2-TZVPD basis

```
25
C8HCl2F5O3PdS4Sb the ωB97M-V functional and the def2-TZVPD basis
F 1.99713 2.08929 0.71779
C -1.43467 2.21563 1.71828
Pd -0.32556 0.12226 -1.04455
O -3.00448 0.44743 1.72539
C -0.70506 -0.10883 1.51764
O 3.59728 0.20959 -2.88004
C 3.24017 -0.22102 -1.90477
Cl 2.15450 -1.50187 0.56040
H 1.03326 -1.42164 -0.30234
F 3.83770 -1.35252 1.81335
C 0.56569 0.26718 1.17763
C -0.17746 2.60784 1.38158
Sb -2.95170 -0.37464 -1.87047
O 0.25196 -2.20301 -1.56897
S -1.83678 1.67736 -2.13306
C 0.77512 1.63653 0.99537
C -1.83434 0.81285 1.67925
F -2.35886 3.11325 2.02426
F -1.03514 -1.40451 1.59264
F 0.16776 3.89606 1.38026
C 1.90181 -3.07648 0.81283
S -1.65742 -1.50255 -3.73558
S 0.18039 -1.30501 -2.85131
Cl 2.73184 -4.14688 1.72869
S -5.11316 -0.47632 -2.53428
```

Summary:
Total charge: -1
Total energy: -3911.4411 Eh
LUMO level (alpha / beta): 0.05120 / -0.02851 Eh
Spin multiplicity: 5

Atom charges from the Mulliken analysis, given in e for atoms 1 to 6:
1 F -0.30
2 C 0.60
3 Pd 0.30
4 O -0.59
5 C 0.98
6 O -0.17

---

(2)
Formula: C35H65N5O10S2
Source: the Open Molecules 2025 dataset
Level of theory: the ωB97M-V functional and the def2-TZVPD basis

```
117
C35H65N5O10S2 the ωB97M-V functional and the def2-TZVPD basis
C 1.91410 -0.61699 -5.86157
H -6.31397 2.32928 -5.61616
H 7.02152 -0.76874 4.50170
H -2.21590 -0.78352 -1.32802
O 5.09734 -0.41193 5.06488
H -0.60198 -6.93686 3.13498
H 3.58068 1.83296 9.11883
H 3.57615 -2.65987 -2.20089
H 1.15469 -3.60725 0.01755
H 2.19802 -5.81249 0.26370
C 6.00291 2.97707 5.91168
C 1.31539 -5.55729 0.84467
C -7.48135 3.19404 -1.13809
H 6.65573 3.65524 5.36109
H 4.13030 -0.97155 2.27096
O -9.32335 3.47233 -2.67824
C 4.48922 3.21564 7.74687
H -4.98714 3.19879 -2.59940
C -1.16564 2.07554 -0.53148
H 2.80384 0.04354 2.78808
O 0.64757 0.58179 0.32306
N 0.79667 -6.43307 1.71010
H 0.58033 0.88509 -5.58892
C -1.91990 -1.08932 -0.32767
C -0.43181 -4.03344 1.42687
H -0.91106 -1.98095 3.23286
H -0.51643 1.09416 -7.37725
O 5.73483 3.56370 7.17072
H 3.69254 3.23291 6.99289
H -5.31458 1.69989 -0.56484
H 1.21268 0.24733 -1.98299
C 6.35595 -1.01523 5.32755
C -1.71302 -0.50948 1.93970
H 2.61657 -1.76148 2.64015
C -0.28179 -6.16237 2.44311
C -5.79512 1.46267 -1.51931
O 3.92894 -0.70503 -0.05682
C 0.89111 0.02559 -3.00134
H -9.12060 4.54410 -0.96865
H -6.92159 3.85399 -1.81246
H 3.00062 -0.73285 -5.81295
C 4.07753 -0.81498 5.97413
H -2.26115 -0.46888 -3.71727
N -2.05491 -0.21774 0.68073
H 2.01027 -1.51209 0.40592
H -1.31300 -3.03783 -0.93063
H 6.79735 -0.63050 6.25083
C -1.02455 -2.68035 1.19943
N 4.72899 0.66554 7.82040
H -0.81769 -1.32578 -4.29103
H 1.83505 -0.03691 -7.95058
H -1.02383 1.63791 -1.53440
C -0.94415 -4.97421 2.32015
C 4.51200 1.91550 8.54994
H -1.23450 3.16142 -0.63323
C 1.74176 0.88342 -3.93867
H 1.23952 -7.34258 1.81622
O 0.22698 2.57410 1.31670
C -0.00863 1.76925 0.44895
H 1.84966 -1.77450 -7.64878
H 2.79876 0.72684 -3.69959
H 2.76875 0.06589 7.42417
H -0.15718 0.36996 -8.97121
H -10.52402 2.53983 -4.02934
O 0.03349 -0.91834 -7.34883
N -7.21137 1.78563 -1.42019
H -3.94640 1.79176 -2.52395
C -4.99126 2.10405 -2.65376
H -1.86161 0.27237 2.68042
C -0.59121 0.18644 -7.98581
H 4.37154 -1.69086 6.55913
C 2.07672 0.68859 0.42251
H 3.43554 1.19479 6.22398
C -1.41232 -2.34202 -0.10276
C 1.45263 -0.82046 -7.29192
H 3.21015 -1.09991 5.36640
C 2.70014 -0.69921 0.68172
N 1.55304 0.71019 -5.37201
C -1.23216 -0.34151 -4.06400
C 0.72408 -4.33654 0.69780
H -1.27366 0.26628 -4.96679
H -11.05917 2.37596 -2.34990
H 1.45566 -1.41010 -5.25381
H 4.25586 4.02008 8.44903
C -8.95427 3.51760 -1.30624
H 5.84014 -4.34289 -1.16391
H -1.64510 -0.05565 -8.11274
H 2.47549 1.05382 -0.53415
O -5.35691 1.66375 -3.94340
H 5.31900 1.99451 9.28144
H 5.60577 0.73842 7.32112
C -6.44665 2.36301 -4.53522
O -0.50142 0.32637 -3.03481
H -1.84110 -4.75220 2.88971
H -9.66245 1.43318 -2.94825
H 6.54169 2.03280 6.02797
H 6.26651 -2.10344 5.38878
H 4.79043 -1.33697 -2.34397
S 5.93126 -3.40352 -2.13287
C 4.53970 -2.27648 -1.84035
C 3.04427 -0.85013 2.20441
C 4.38213 -1.97457 -0.32764
H 1.52310 1.93215 -3.71682
H 5.09265 2.82168 5.32572
H -7.65577 1.53713 -2.29476
H -6.48382 3.40870 -4.22400
C -1.20291 -1.75227 2.21068
H -9.57987 2.86283 -0.69340
C 3.67350 0.33999 6.87228
O 4.66824 -2.79461 0.50357
H 2.43068 1.36555 1.20311
H 1.05908 -1.04889 -3.14355
S -2.66218 1.37695 0.25932
H -7.17908 3.41765 -0.11041
C -10.18469 2.39457 -3.00527
H -5.72945 0.37578 -1.64245
H -7.39317 1.86881 -4.30901
```

Summary:
Total charge: +2
Total energy: -3194.4277 Eh
LUMO level: -0.28546 Eh
Spin multiplicity: 1

Atom charges from the Mulliken analysis, given in e for atoms 1 to 6:
1 C -0.03
2 H 0.31
3 H 0.26
4 H 0.44
5 O -0.22
6 H 0.44

---

(3)
Formula: C14H33HgN3O2SiTa
Source: the Open Molecules 2025 dataset
Level of theory: the ωB97M-V functional and the def2-TZVPD basis

```
55
C14H33HgN3O2SiTa the ωB97M-V functional and the def2-TZVPD basis
N -1.68935 0.90657 -0.32044
H -1.27386 4.13094 0.59664
C -2.64376 0.04110 -1.00598
H -2.83639 2.85737 -1.82794
H 0.62011 -0.26219 -3.21233
C -3.20916 2.78771 -0.79358
C 0.68531 0.98429 3.07339
H -4.14271 2.20249 -0.79646
H -3.51719 1.28215 1.55832
Ta -0.05245 -0.08402 0.16293
H 3.57310 1.00823 0.19367
H -1.76342 -5.08877 2.44160
O 1.31703 0.91534 4.03353
H -1.94533 1.73125 2.25234
C 0.37050 -4.26575 0.13027
C 0.88405 -3.35430 2.98516
H 2.24405 2.18388 0.24691
H -3.57765 -0.07894 -0.40969
H 1.03019 -4.39566 3.33728
H 1.26466 1.76455 -3.39097
H -0.15661 2.77445 0.81360
H 0.54891 -5.31291 0.42606
C 3.01649 1.75894 -0.39604
H -3.15358 2.98301 1.90553
C -1.91311 -4.04363 2.11730
H -2.92055 0.44900 -1.99523
H 3.70495 2.54478 -0.67788
H -3.47493 3.79882 -0.47800
H 0.04330 -1.41500 -1.93375
C 0.93342 -0.79223 -2.28178
N 0.44425 0.82531 1.82985
C -2.14765 2.21403 0.14451
C 3.54129 0.43252 -2.43414
H -0.58371 3.34443 -0.83066
H -2.65004 -4.03908 1.29888
H 1.01266 2.74779 -1.93345
C 2.41110 1.10660 -1.64444
H -0.33956 -4.26685 -0.71429
H 1.88535 -3.00914 2.70397
C -2.72238 2.04617 1.54781
C 1.76691 2.19538 -2.50498
H -2.33112 -3.47864 2.96483
H 3.20099 0.04949 -3.40911
H 2.51135 2.91266 -2.85477
H 4.34580 1.14549 -2.63391
H 0.51205 -2.74043 3.84264
N 1.36826 0.13707 -1.22789
C -0.95670 3.17666 0.18409
O -0.55900 -1.74465 1.02262
H 1.32858 -3.84114 -0.22159
H 1.71831 -1.53123 -2.57543
Si -0.32228 -3.31867 1.56602
H 3.97253 -0.40418 -1.86087
H -2.22818 -0.99644 -1.18802
Hg 2.85519 -0.97464 2.17386
```

Summary:
Total charge: +2
Total energy: -1367.4329 Eh
LUMO level (alpha / beta): -0.29890 / -0.39439 Eh
Spin multiplicity: 2

Atom charges from the Mulliken analysis, given in e for atoms 1 to 6:
1 N 0.73
2 H 0.56
3 C -0.95
4 H 0.42
5 H 0.38
6 C -1.77

---

(4)
Formula: C4H14NO
Source: the Open Molecules 2025 dataset
Level of theory: the ωB97M-V functional and the def2-TZVPD basis

```
20
C4H14NO the ωB97M-V functional and the def2-TZVPD basis
H 1.09385 1.81706 2.41960
H 1.16430 -1.43580 -2.56804
H 1.33018 -0.99622 -0.70302
H 1.39094 1.51382 -0.09414
H 1.41351 0.18092 1.80917
H -0.02187 -2.06989 -1.36630
C 0.46528 1.45506 0.53573
H -1.05419 -1.84572 1.76874
O -1.29636 -1.75499 0.83822
H -1.82281 -2.55718 0.67806
H 0.06144 2.49558 0.71317
H -1.15840 -0.06701 -2.42721
C 0.78657 1.00208 1.89558
N -0.56575 0.65438 -0.30701
H -1.37326 1.25838 -0.24351
H -0.96407 -0.17513 0.20939
H -0.18808 0.77049 2.38061
C -0.23069 0.07622 -1.75504
H 0.40187 0.88910 -2.17745
C 0.56754 -1.21115 -1.60657
```

Summary:
Total charge: +1
Total energy: -290.5209 Eh
LUMO level: -0.10633 Eh
Spin multiplicity: 1

Atom charges from the Mulliken analysis, given in e for atoms 1 to 6:
1 H 0.45
2 H 0.33
3 H 0.20
4 H 0.26
5 H 0.35
6 H 0.30

---

What is the formula in the first record?
C8HCl2F5O3PdS4Sb

---

The lowest total energy belongs to which entry?
C8HCl2F5O3PdS4Sb

---

The lowest total energy belongs to which entry?
C8HCl2F5O3PdS4Sb

---

Which value of spin multiplicity does entry 4 give?
1